Molecular formula: C28H40ClCsN2O14P2
Method: DFT, ωB97M-V/def2-TZVPD

The calculation puts the gap between HOMO and LUMO at 6.13 eV. Its multiplicity is 1. The value obtained for the LUMO energy is 3.3 eV. Its energy above the lowest of the compared OMol25 structures with the same formula, charge and spin is 36.09 kcal per mole. The total charge is -2. As for the largest force on an atom: 2.64 eV Å⁻¹.

Geometry (Å):
1 Cs -0.65 0.04 0.53
2 C -3.18 4.17 2.27
3 C -2.45 5.07 1.30
4 C -2.74 4.76 -0.14
5 O -0.99 5.04 1.56
6 P -0.14 3.71 1.49
7 O -0.80 2.57 0.84
8 C 0.30 3.27 3.19
9 P 1.40 1.85 3.36
10 O 0.95 0.80 2.43
11 O 1.44 1.46 4.89
12 C 0.38 0.77 5.63
13 C -0.67 0.12 4.77
14 C -0.17 1.78 6.62
15 O 2.85 2.44 3.12
16 C 3.93 1.61 2.53
17 C 4.07 0.29 3.25
18 C 3.72 1.47 1.05
19 O 1.21 4.12 0.79
20 C 1.94 5.35 0.70
21 C 2.09 6.01 2.06
22 C 1.31 6.25 -0.35
23 H -4.25 4.33 2.17
24 H -2.90 4.40 3.30
25 H -2.98 3.13 2.05
26 H -2.67 6.12 1.53
27 H -2.60 3.72 -0.38
28 H -2.11 5.36 -0.80
29 H -3.78 5.02 -0.35
30 H -0.63 2.99 3.68
31 H 0.71 4.14 3.72
32 H 0.94 -0.02 6.16
33 H -1.30 0.85 4.27
34 H -1.32 -0.43 5.45
35 H -0.28 -0.57 4.03
36 H -0.75 2.55 6.11
37 H 0.63 2.26 7.18
38 H -0.84 1.28 7.32
39 H 4.81 2.24 2.74
40 H 3.23 -0.37 3.05
41 H 4.18 0.43 4.32
42 H 4.96 -0.22 2.88
43 H 2.90 0.81 0.82
44 H 4.62 1.06 0.60
45 H 3.52 2.43 0.58
46 H 2.93 5.02 0.36
47 H 1.14 6.34 2.46
48 H 2.73 6.89 1.96
49 H 2.56 5.33 2.76
50 H 0.35 6.63 -0.01
51 H 1.16 5.69 -1.27
52 H 1.96 7.09 -0.56
53 O 0.15 -4.17 2.83
54 C 0.46 -3.07 2.35
55 O -0.11 -1.98 2.40
56 C 1.81 -3.03 1.58
57 C 2.78 -4.01 1.80
58 C 3.98 -3.94 1.12
59 C 4.17 -2.91 0.21
60 C 3.14 -1.99 0.05
61 N 2.00 -2.03 0.72
62 H 2.54 -4.80 2.49
63 H 4.75 -4.69 1.28
64 H 5.07 -2.80 -0.38
65 H 3.22 -1.18 -0.66
66 O 2.07 1.54 -1.74
67 C 3.01 1.15 -2.39
68 C 3.17 -0.11 -3.11
69 C 4.42 -0.29 -3.69
70 C 4.73 -1.45 -4.39
71 C 3.77 -2.47 -4.52
72 C 2.54 -2.32 -3.97
73 C 2.13 -1.13 -3.23
74 O 1.00 -1.03 -2.77
75 N 6.01 -1.61 -4.97
76 O 6.28 -2.68 -5.52
77 O 6.86 -0.74 -4.78
78 H 3.92 1.79 -2.47
79 H 5.17 0.48 -3.59
80 H 4.03 -3.37 -5.06
81 H 1.79 -3.10 -4.06
82 Cl -1.72 2.72 -3.03
83 C -2.04 0.90 -2.92
84 C -3.09 0.54 -1.85
85 O -4.04 -0.13 -2.27
86 O -2.83 0.88 -0.68
87 H -1.07 0.46 -2.74
88 H -2.42 0.64 -3.90

Mulliken population analysis, charges in e, atoms 1 to 4:
1. Cs 1.689
2. C -1.291
3. C 0.431
4. C -0.884